Entry 1:
{
  "formula": "C33H46N9O5",
  "method": "ωB97M-V/def2-TZVPD",
  "elements": ["C", "C", "O", "O", "C", "C", "C", "O", "O", "N", "C", "N", "C", "C", "C", "N", "O", "H", "H", "H", "H", "H", "H", "H", "H", "H", "H", "H", "H", "H", "H", "H", "H", "N", "C", "C", "C", "C", "H", "H", "H", "H", "H", "N", "C", "C", "C", "C", "H", "H", "H", "H", "H", "N", "C", "C", "C", "C", "H", "H", "H", "H", "H", "N", "C", "C", "C", "C", "H", "H", "H", "H", "H", "N", "C", "C", "C", "C", "H", "H", "H", "H", "H", "N", "C", "C", "C", "C", "H", "H", "H", "H", "H"],
  "coordinates": [[-3.205, -1.188, -0.242], [-2.523, -0.158, 0.624], [-3.097, 0.468, 1.486], [-1.218, -0.079, 0.364], [-0.530, 1.181, 0.596], [0.944, 0.957, 0.857], [1.640, 2.348, 0.991], [2.491, 2.443, 1.898], [1.271, 3.193, 0.155], [1.585, 0.051, -0.106], [2.804, -0.536, 0.443], [2.649, -1.950, 0.802], [1.717, 0.533, -1.482], [0.459, 0.246, -2.318], [-0.282, 1.478, -2.778], [-1.673, 1.303, -2.906], [0.266, 2.509, -3.093], [-2.649, -1.400, -1.152], [-4.233, -0.894, -0.435], [-3.229, -2.116, 0.337], [-0.958, 1.677, 1.466], [-0.677, 1.834, -0.266], [1.018, 0.460, 1.829], [3.054, -0.007, 1.365], [3.640, -0.429, -0.250], [2.029, -2.373, 0.119], [2.155, -2.001, 1.685], [1.955, 1.601, -1.558], [2.548, -0.013, -1.929], [-0.198, -0.434, -1.777], [0.724, -0.270, -3.248], [-2.092, 2.199, -3.138], [-2.081, 0.970, -2.040], [-2.913, 3.144, 3.239], [-2.539, 4.088, 2.325], [-1.888, 5.091, 2.992], [-1.867, 4.736, 4.367], [-2.505, 3.528, 4.485], [-3.389, 2.287, 3.014], [-2.756, 3.961, 1.278], [-1.459, 5.970, 2.542], [-1.423, 5.295, 5.174], [-2.695, 2.910, 5.346], [-2.617, -4.498, -1.881], [-3.945, -4.508, -2.220], [-4.023, -4.382, -3.581], [-2.695, -4.294, -4.081], [-1.851, -4.367, -3.007], [-2.252, -4.565, -0.949], [-4.718, -4.598, -1.477], [-4.933, -4.351, -4.156], [-2.396, -4.183, -5.109], [-0.776, -4.334, -2.946], [-2.289, 5.486, -2.293], [-1.593, 5.713, -3.444], [-2.279, 6.648, -4.174], [-3.443, 6.991, -3.430], [-3.418, 6.258, -2.272], [-1.996, 4.852, -1.570], [-0.665, 5.197, -3.628], [-1.981, 7.041, -5.132], [-4.206, 7.699, -3.709], [-4.100, 6.225, -1.439], [6.108, 0.886, -1.193], [7.291, 0.257, -0.933], [7.893, -0.019, -2.133], [7.032, 0.465, -3.157], [5.938, 1.018, -2.542], [5.455, 1.202, -0.497], [7.602, 0.057, 0.079], [8.841, -0.514, -2.263], [7.195, 0.413, -4.220], [5.060, 1.492, -2.945], [4.879, 0.376, 4.098], [4.586, -0.677, 4.914], [5.724, -1.429, 5.060], [6.745, -0.797, 4.299], [6.188, 0.315, 3.720], [4.226, 1.088, 3.805], [3.597, -0.805, 5.318], [5.814, -2.330, 5.644], [7.767, -1.120, 4.189], [6.611, 1.064, 3.073], [-4.525, -6.239, 2.052], [-4.332, -6.522, 0.727], [-4.960, -7.708, 0.454], [-5.558, -8.156, 1.664], [-5.272, -7.228, 2.630], [-4.174, -5.429, 2.528], [-3.765, -5.865, 0.094], [-4.987, -8.197, -0.505], [-6.132, -9.056, 1.807], [-5.536, -7.188, 3.672]],
  "lowdin_charge": [0.017, -0.546, 0.082, -0.010, -0.091, -0.219, -0.692, -0.059, -0.034, -0.099, -0.276, 0.016, -0.158, -0.091, -0.536, 0.145, 0.072, 0.073, 0.090, 0.081, 0.123, 0.114, 0.142, 0.099, 0.096, 0.053, 0.049, 0.113, 0.108, 0.097, 0.124, 0.089, 0.067, 0.009, -0.149, -0.106, -0.116, -0.148, 0.117, 0.101, 0.090, 0.084, 0.099, -0.002, -0.157, -0.109, -0.108, -0.137, 0.131, 0.097, 0.089, 0.089, 0.108, 0.012, -0.137, -0.118, -0.126, -0.152, 0.141, 0.105, 0.083, 0.081, 0.100, 0.012, -0.143, -0.123, -0.122, -0.142, 0.141, 0.102, 0.082, 0.083, 0.107, 0.021, -0.148, -0.125, -0.124, -0.148, 0.140, 0.103, 0.081, 0.082, 0.103, 0.005, -0.141, -0.103, -0.113, -0.144, 0.144, 0.071, 0.092, 0.088, 0.104],
  "total_charge": -1,
  "homo_lumo_gap_ev": 6.6,
  "homo_energy_ha": -0.18117
}


Entry 2:
{
  "formula": "C33H47BN10O4RuSSe2",
  "method": "ωB97M-V/def2-TZVPD",
  "elements": ["Ru", "C", "C", "C", "C", "C", "C", "N", "N", "B", "N", "C", "C", "C", "N", "C", "C", "C", "N", "C", "C", "C", "N", "C", "C", "C", "H", "H", "H", "H", "H", "H", "H", "H", "H", "H", "H", "H", "H", "H", "H", "H", "H", "H", "H", "H", "H", "H", "H", "H", "H", "H", "H", "H", "N", "C", "C", "C", "C", "C", "C", "S", "O", "O", "N", "C", "N", "C", "C", "C", "N", "H", "H", "H", "H", "H", "H", "H", "H", "H", "O", "C", "C", "C", "O", "C", "Se", "C", "Se", "H", "H", "H", "H", "H", "H", "H", "H", "H", "H"],
  "coordinates": [[-0.043, -0.003, -0.732], [-4.349, -2.414, -0.681], [-4.000, -0.943, -0.460], [-5.199, -0.177, 0.103], [-3.552, -0.300, -1.727], [-4.312, -0.105, -2.887], [-3.475, 0.583, -3.733], [-2.308, 0.783, -3.102], [-2.345, 0.233, -1.884], [-1.060, 1.404, -3.717], [-0.046, 0.252, -3.883], [0.758, 0.047, -4.937], [1.304, -1.212, -4.827], [0.770, -1.730, -3.638], [-0.026, -0.820, -3.078], [0.912, -3.137, -3.140], [2.065, -3.286, -2.148], [-0.403, -3.594, -2.511], [-0.498, 2.508, -2.809], [-0.145, 3.743, -3.204], [0.521, 4.355, -2.168], [0.541, 3.399, -1.142], [-0.097, 2.310, -1.552], [1.227, 3.502, 0.184], [0.491, 4.491, 1.087], [2.687, 3.909, -0.024], [-4.692, -2.868, 0.247], [-5.144, -2.498, -1.418], [-3.482, -2.965, -1.035], [-3.159, -0.867, 0.233], [-6.012, -0.162, -0.621], [-5.569, -0.639, 1.016], [-4.906, 0.847, 0.324], [-5.320, -0.420, -3.071], [-3.637, 0.932, -4.733], [-1.320, 1.864, -4.786], [0.889, 0.802, -5.687], [1.994, -1.692, -5.492], [1.128, -3.761, -4.020], [1.828, -2.787, -1.209], [2.253, -4.335, -1.925], [2.984, -2.850, -2.536], [-0.668, -2.907, -1.705], [-1.208, -3.579, -3.246], [-0.305, -4.597, -2.102], [-0.383, 4.106, -4.186], [0.933, 5.344, -2.153], [1.206, 2.506, 0.645], [0.492, 5.484, 0.643], [-0.540, 4.166, 1.218], [0.959, 4.546, 2.067], [2.749, 4.900, -0.472], [3.227, 3.927, 0.921], [3.179, 3.197, -0.686], [2.262, 0.059, 6.565], [2.473, -0.226, 5.234], [2.823, 0.782, 4.332], [3.005, 0.487, 2.995], [2.839, -0.810, 2.547], [2.479, -1.816, 3.424], [2.303, -1.530, 4.763], [3.380, -1.228, 0.894], [3.345, -2.664, 0.774], [4.664, -0.580, 0.783], [2.271, -0.489, -0.083], [2.775, -0.135, -1.255], [3.926, -0.660, -1.707], [4.451, -0.140, -2.787], [3.859, 0.905, -3.485], [2.610, 1.298, -3.027], [2.066, 0.789, -1.943], [2.710, 0.880, 6.937], [2.208, -0.737, 7.178], [2.967, 1.788, 4.703], [3.306, 1.245, 2.287], [2.376, -2.812, 3.025], [2.031, -2.307, 5.461], [5.384, -0.587, -3.116], [4.305, 1.343, -4.361], [2.045, 2.068, -3.543], [-0.496, -1.881, 5.073], [-1.767, -1.379, 4.757], [-1.939, -0.843, 3.323], [-3.339, -0.179, 3.293], [-3.408, 0.995, 4.061], [-0.871, 0.211, 3.027], [-1.239, 1.282, 1.373], [-1.879, -2.026, 2.336], [-0.401, -2.088, 0.936], [-0.078, -2.204, 4.266], [-1.982, -0.572, 5.464], [-2.520, -2.170, 4.914], [-4.089, -0.856, 3.714], [-3.609, 0.043, 2.258], [-2.901, 1.666, 3.582], [0.102, -0.260, 2.892], [-0.791, 0.922, 3.851], [-2.810, -2.115, 1.779], [-1.739, -2.962, 2.883]],
  "mulliken_spin": [1.367, 0.001, 0.025, 0.001, -0.018, -0.002, -0.001, -0.003, 0.003, -0.007, -0.013, 0.005, -0.004, -0.004, 0.027, -0.001, -0.003, -0.006, -0.008, -0.003, 0.002, -0.004, 0.065, 0.018, -0.001, 0.000, 0.000, 0.000, 0.001, -0.023, 0.000, 0.000, 0.000, 0.000, 0.000, 0.000, 0.000, 0.000, 0.000, 0.003, 0.000, 0.001, -0.002, 0.000, -0.001, 0.000, 0.001, -0.019, 0.000, -0.002, 0.001, 0.000, 0.000, 0.000, 0.000, 0.000, 0.000, 0.000, 0.005, -0.006, 0.000, -0.001, -0.002, -0.004, -0.013, -0.020, 0.001, -0.002, 0.005, 0.022, 0.049, 0.000, 0.000, 0.000, 0.000, 0.002, 0.000, 0.000, 0.000, 0.003, 0.000, 0.001, 0.024, -0.025, -0.002, -0.003, -0.187, -0.006, -0.259, -0.001, 0.000, 0.000, 0.000, 0.020, 0.003, -0.009, -0.002, 0.010, 0.001],
  "relative_energy_kj_mol": 238.7,
  "total_charge": -1,
  "s_squared": 1.058,
  "homo_lumo_gap_ev": [6.4, 7.1],
  "homo_energy_ha": [-0.18065, -0.17871],
  "spin_multiplicity": 2
}


Entry 3:
{
  "formula": "C33H47Cl2N3O2P2Pt",
  "method": "ωB97M-V/def2-TZVPD",
  "elements": ["Pt", "C", "P", "C", "C", "C", "C", "C", "C", "C", "P", "C", "C", "H", "H", "H", "H", "H", "H", "H", "H", "H", "H", "H", "H", "H", "H", "H", "H", "C", "C", "C", "C", "C", "C", "C", "C", "N", "C", "C", "C", "C", "N", "C", "C", "C", "C", "C", "C", "C", "C", "H", "H", "H", "H", "H", "H", "H", "H", "H", "H", "H", "H", "H", "H", "H", "H", "H", "H", "H", "H", "H", "H", "H", "H", "N", "C", "C", "O", "O", "H", "H", "H", "H", "H", "Cl", "C", "Cl", "H", "H"],
  "coordinates": [[0.351, 0.374, 0.021], [2.402, -2.429, 1.211], [2.351, -0.826, 0.366], [3.571, 0.174, 1.257], [3.016, -1.063, -1.291], [3.925, -2.074, -1.586], [4.483, -2.153, -2.854], [4.148, -1.217, -3.823], [3.235, -0.211, -3.537], [2.652, -0.137, -2.278], [1.461, 1.160, -1.854], [2.496, 2.636, -1.638], [0.458, 1.533, -3.309], [1.946, -3.201, 0.596], [1.882, -2.373, 2.168], [3.438, -2.705, 1.411], [4.529, -0.349, 1.232], [3.268, 0.321, 2.293], [3.687, 1.146, 0.782], [4.215, -2.800, -0.837], [5.193, -2.937, -3.081], [4.601, -1.271, -4.804], [2.984, 0.503, -4.313], [3.272, 2.592, -2.405], [2.983, 2.650, -0.664], [1.904, 3.538, -1.778], [1.087, 1.706, -4.183], [-0.104, 2.447, -3.107], [-0.233, 0.718, -3.511], [0.747, 0.099, 4.035], [-0.112, 1.309, 3.890], [-0.147, 2.297, 4.840], [-1.000, 3.401, 4.682], [-1.812, 3.560, 3.538], [-1.824, 2.609, 2.552], [-2.703, 2.699, 1.348], [-1.011, 1.444, 2.770], [-1.186, 0.378, 1.893], [-2.048, -0.534, 2.157], [-2.864, -0.563, 3.407], [-2.349, -1.574, 1.095], [-3.393, -2.616, 1.356], [-1.739, -1.478, -0.025], [-2.107, -2.289, -1.091], [-1.628, -3.652, -1.190], [-0.610, -4.192, -0.244], [-2.168, -4.441, -2.176], [-3.097, -3.911, -3.071], [-3.504, -2.554, -3.003], [-3.006, -1.718, -2.044], [-3.417, -0.280, -1.955], [1.691, 0.360, 4.512], [0.948, -0.369, 3.073], [0.261, -0.637, 4.683], [0.469, 2.223, 5.727], [-1.030, 4.158, 5.457], [-2.455, 4.428, 3.464], [-3.077, 3.712, 1.221], [-3.572, 2.042, 1.458], [-2.166, 2.409, 0.444], [-2.657, 0.283, 4.057], [-2.665, -1.484, 3.964], [-3.930, -0.562, 3.170], [-3.861, -2.541, 2.330], [-2.940, -3.608, 1.281], [-4.176, -2.559, 0.595], [-0.301, -3.463, 0.500], [0.269, -4.516, -0.807], [-0.994, -5.078, 0.268], [-1.869, -5.478, -2.265], [-3.507, -4.537, -3.854], [-4.217, -2.188, -3.731], [-3.651, 0.101, -2.948], [-2.632, 0.339, -1.521], [-4.317, -0.166, -1.345], [1.169, 5.737, 1.055], [1.647, 4.409, 1.567], [0.813, 3.310, 0.883], [0.000, 3.655, 0.035], [1.089, 2.124, 1.270], [1.928, 6.403, 0.894], [0.499, 6.185, 1.684], [0.661, 5.546, 0.174], [1.570, 4.383, 2.651], [2.695, 4.295, 1.297], [0.190, -2.083, -3.270], [0.126, -2.599, -4.999], [-1.458, -2.298, -5.684], [0.347, -3.660, -5.014], [0.877, -2.021, -5.524]],
  "mulliken_spin": [1.180, 0.032, 0.182, 0.008, 0.057, 0.011, 0.001, 0.006, -0.002, 0.018, 0.143, 0.004, 0.016, -0.007, -0.008, 0.011, 0.008, -0.003, -0.004, 0.001, 0.000, 0.000, 0.001, 0.004, 0.002, -0.002, 0.009, -0.007, 0.015, -0.017, 0.049, 0.102, 0.186, 0.111, 0.020, 0.024, 0.413, 0.080, 0.015, -0.003, 0.050, 0.060, 0.200, 0.184, 0.110, 0.005, 0.056, 0.185, 0.177, 0.059, -0.045, 0.004, 0.024, 0.008, 0.002, -0.026, 0.001, 0.003, 0.009, 0.004, -0.003, 0.003, 0.001, 0.001, -0.004, -0.009, -0.004, 0.012, 0.010, 0.005, -0.020, -0.002, 0.001, 0.045, 0.000, 0.001, 0.024, 0.007, 0.001, 0.167, 0.000, 0.000, 0.001, -0.001, 0.000, 0.023, 0.000, 0.009, 0.001, 0.001],
  "total_charge": 4,
  "s_squared": 6.039,
  "homo_lumo_gap_ev": [6.2, 5.0],
  "homo_energy_ha": [-0.64498, -0.69637],
  "spin_multiplicity": 5
}


E_tot in hartree, matching the order above: -2154.134160, -7455.128015, -3321.413608